--- w ---
Below is 2 unconnected molecules or ions with the total composition C8H13NO, with properties calculated with ωB97M-V/def2-TZVPD.

Atoms and positions in Å:
C1 3.3557 -0.6536 0.4103
C2 -2.1847 2.2633 -1.3031
C3 -0.9271 -0.1127 -1.2924
C4 -1.6651 1.1415 -1.0026
C5 -1.4560 0.1543 0.0897
C6 4.0423 -1.9133 0.4220
C7 -2.5789 -0.7106 0.5433
C8 -0.5506 0.6124 1.1749
N1 2.8536 0.2619 -0.1093
O1 2.2471 1.2713 -0.2858
H1 -2.6425 2.9341 -0.5794
H2 -2.0762 2.8935 -2.1775
H3 -1.4018 -0.6948 -1.9723
H4 0.1414 0.0023 -1.5418
H5 4.7554 -2.0429 -0.4498
H6 3.3612 -2.7494 0.1232
H7 4.5107 -2.0732 1.4108
H8 -2.4220 -1.7363 0.3528
H9 -3.5472 -0.4186 0.0675
H10 -2.7182 -0.8170 1.5864
H11 0.0512 -0.0802 1.7717
H12 -1.2631 1.0601 1.9531
H13 0.1148 1.4081 0.8084

The value obtained for the HOMO-LUMO gap is 0.360 Eh. Its HOMO energy is -9.4 eV. As for the net charge: 0. Its SMILES is C=C1CC1(C)C.CC#[N+][O-].

***

--- x ---
Below is C8H13NO in the gas phase, with properties calculated with ωB97M-V/def2-TZVPD.

Atoms and positions in Å:
C1 1.2621 0.5812 -0.3557
C2 0.0569 0.0448 3.2782
C3 -0.6242 0.4469 2.2463
C4 -1.3999 0.0215 -0.1477
C5 -0.7091 -0.0371 -1.4994
C6 -0.4216 -0.1986 0.9256
C7 -0.0150 -1.6822 0.8452
C8 1.1517 1.0956 -2.6872
N1 0.6089 0.5833 -1.4633
O1 2.3834 0.6425 -0.0082
H1 -0.0535 0.5458 4.2616
H2 0.7376 -0.7763 3.0319
H3 -1.1666 1.3494 2.3136
H4 -1.9788 1.0008 -0.0846
H5 -2.2482 -0.6271 0.0250
H6 -0.6280 -1.0147 -1.8152
H7 -1.3002 0.4056 -2.2190
H8 0.4905 -1.8523 -0.1053
H9 -0.8942 -2.2561 1.0011
H10 0.7871 -1.8710 1.6360
H11 0.9514 0.3878 -3.6050
H12 0.7579 1.9765 -2.9965
H13 2.2518 1.2337 -2.5772

The value obtained for the HOMO-LUMO gap is 0.298 Eh. Its HOMO energy is -7.3 eV. As for the net charge: 0.

***

Which is the most stable structure? x is the most stable.

***

--- w ---
Below is a gas-phase ion, C4H9NO2 (charge +1), with properties calculated with ωB97M-V/def2-TZVPD.

Atoms and positions in Å:
C1 -0.0238 0.0876 0.4079
C2 -1.4988 0.1393 0.7631
C3 -1.7305 1.4201 1.5206
O1 -0.9372 2.3184 1.4282
N1 0.3108 -0.9123 -0.5357
C4 1.7343 -1.0843 -0.9692
O2 2.1005 0.0858 -1.6111
H1 0.6435 0.0377 1.2701
H2 0.2384 1.0829 -0.0281
H3 -2.1182 0.0551 -0.1345
H4 -1.7972 -0.7291 1.3483
H5 -2.6286 1.5301 2.1446
H6 -0.2882 -0.8482 -1.3655
H7 1.7961 -1.9616 -1.6073
H8 2.3461 -1.2411 -0.0835
H9 1.8528 0.0196 -2.5479

Its multiplicity is 2. The value obtained for the HOMO-LUMO gap (alpha / beta) is 0.404 / 0.221 Eh. Its HOMO energy (alpha / beta) is -14.4 / -14.3 eV. As for the net charge: +1.

***

--- x ---
Below is a gas-phase ion, C4H9NO2 (charge +1), with properties calculated with ωB97M-V/def2-TZVPD.

Atoms and positions in Å:
O1 1.1202 -0.5774 -2.1134
C1 1.5645 0.1055 -1.2298
C2 0.7865 0.4405 0.0088
C3 0.4093 1.9312 0.2530
N1 -0.4224 -0.4252 -0.0243
C4 -0.8991 -0.8568 1.2910
O2 -2.2781 -0.7482 1.4413
H1 2.5440 0.6099 -1.2718
H2 1.3037 0.0986 0.9023
H3 -0.3987 1.9302 0.9770
H4 0.0342 2.3654 -0.6798
H5 1.3459 2.4596 0.4157
H6 -0.5618 -0.6514 -1.0257
H7 -0.4355 -0.2184 2.0465
H8 -0.4871 -1.8664 1.4736
H9 -2.6593 -1.0779 0.6261

Its multiplicity is 2. The value obtained for the HOMO-LUMO gap (alpha / beta) is 0.426 / 0.270 Eh. Its HOMO energy (alpha / beta) is -15.4 / -15.4 eV. As for the net charge: +1.

***

Which is the most stable structure? w is the most stable.

***

--- w ---
Below is a gas-phase ion, C4H9NO2 (charge +1), with properties calculated with ωB97M-V/def2-TZVPD.

Atoms and positions in Å:
C1 -0.3664 0.5413 -1.3420
O1 -0.0028 1.1007 -2.6384
C2 0.8151 0.0051 -0.5837
C3 0.5126 -0.9790 0.6126
C4 -0.7483 -0.7410 1.4688
N1 -0.8280 0.5951 1.9786
O2 -1.5471 -1.6149 1.6866
H1 -0.6759 1.3977 -0.7338
H2 -0.9940 -0.3410 -1.5290
H3 0.5396 0.4081 -3.0876
H4 1.4095 -0.7423 -1.1130
H5 1.4882 0.9083 -0.4218
H6 0.5872 -1.9802 0.1498
H7 1.2832 -0.7941 1.3614
H8 -0.0366 1.1138 1.5584
H9 -1.4364 1.1224 2.6332

Its multiplicity is 2. The value obtained for the HOMO-LUMO gap (alpha / beta) is 0.362 / 0.175 Eh. Its HOMO energy (alpha / beta) is -14.4 / -14.3 eV. As for the net charge: +1.

***

--- x ---
Below is a gas-phase ion, C4H9NO2 (charge +1), with properties calculated with ωB97M-V/def2-TZVPD.

Atoms and positions in Å:
O1 1.4153 1.2054 -0.9336
C1 0.4922 0.5176 -0.4974
N1 -0.1491 -0.2483 -1.4780
C2 -1.4514 -0.9353 -1.1520
O2 -2.4330 -0.0082 -0.8346
C3 0.2572 0.4267 1.0018
C4 1.6538 0.2571 1.6718
H1 0.1940 -0.2285 -2.4181
H2 -1.7412 -1.5550 -2.0441
H3 -1.1534 -1.4705 -0.2147
H4 -2.2521 0.7892 -1.4074
H5 -0.3174 1.2563 1.5260
H6 -0.3426 -0.4720 1.1984
H7 2.5084 0.3778 1.0050
H8 1.5150 0.9228 2.5951
H9 1.8044 -0.8350 1.9819

Its multiplicity is 2. The value obtained for the HOMO-LUMO gap (alpha / beta) is 0.439 / 0.245 Eh. Its HOMO energy (alpha / beta) is -16.2 / -16.1 eV. As for the net charge: +1.

***

Which is the most stable structure? x is the most stable.